# 1
Here is a molecular structure, C22H25ClNOW at a distorted geometry from OMol25. Energies are from the ωB97M-V functional and the def2-TZVPD basis.

XYZ file:
```
51
Properties=species:S:1:pos:R:3:forces:R:3:lowdin_spin:R:1
C 2.20721 0.04319 3.18426 0.13 0.14 0.31 0.02
C 2.24861 -0.65881 1.95776 -0.09 -0.26 -0.08 0.00
C 1.88561 0.23299 0.92346 -0.06 -0.16 -0.35 0.02
H 2.49761 -1.69801 1.83816 0.08 -0.07 -0.03 0.00
C 1.65271 1.49379 1.51086 -0.70 0.30 -0.42 0.05
C 1.85341 1.37709 2.89726 -0.19 0.05 0.57 0.02
H 1.31521 2.37509 0.99656 0.12 0.15 -0.08 0.01
C -1.27509 -1.56031 3.55506 0.11 0.05 0.49 0.04
C -0.17809 -2.27751 3.04956 0.25 0.20 0.41 -0.01
C -0.27309 -2.28121 1.64116 0.43 0.30 -0.44 0.00
H 0.61391 -2.71911 3.63056 0.02 -0.08 0.05 0.00
C -1.42219 -1.55961 1.25316 -0.57 -0.08 -0.28 0.04
C -2.03889 -1.12021 2.45426 -0.20 0.49 -0.44 0.02
H 1.82091 0.00359 -0.12644 0.04 -0.01 -0.18 0.00
H 1.68221 2.15509 3.62056 0.07 0.03 0.05 0.00
H 2.42181 -0.36401 4.15786 0.02 0.00 0.06 0.00
H -2.92199 -0.51221 2.52446 -0.14 0.02 -0.01 0.00
H 0.43381 -2.73551 0.97056 0.01 -0.12 -0.09 0.00
H -1.47929 -1.34901 4.59136 -0.03 -0.01 0.03 0.00
W 0.02281 -0.03231 2.32586 0.64 -0.79 1.32 1.59
C -1.95319 -1.35161 -0.14954 -0.35 0.07 -0.26 0.01
C -3.46159 -1.62281 -0.12914 -0.06 -0.12 0.09 0.00
C -1.27079 -2.30161 -1.12864 0.09 0.00 0.16 0.00
H -3.65609 -2.63321 0.22806 0.01 -0.09 0.04 0.00
H -3.87949 -1.51361 -1.12444 0.02 0.03 0.01 0.00
H -3.97419 -0.93171 0.53836 -0.09 0.08 -0.03 0.00
H -1.46149 -3.33961 -0.86124 -0.03 -0.08 0.02 0.00
H -0.19219 -2.14661 -1.13844 0.15 0.04 -0.11 0.00
H -1.65029 -2.13751 -2.13104 -0.07 0.06 -0.13 0.00
C -1.65619 0.10459 -0.53064 0.20 -0.03 0.13 0.04
C -2.19399 0.62659 -1.84554 -0.51 -0.03 -0.91 0.00
H -0.57159 0.24499 -0.53724 0.09 -0.12 -0.10 0.01
H -2.01289 0.76569 0.25826 -0.29 0.22 0.12 0.01
O -3.10129 0.11239 -2.49104 0.74 0.21 0.63 0.00
N -1.59289 1.76939 -2.28984 -0.02 -0.18 0.09 0.00
C -0.40629 2.39969 -1.75854 -0.10 0.12 -0.08 0.00
H -1.91719 2.06439 -3.19734 -0.07 0.06 -0.04 0.00
C 0.91121 1.82199 -2.22444 0.18 -0.09 -0.05 0.00
C 2.09291 2.44579 -1.82794 -0.04 -0.10 0.00 0.00
H 2.04701 3.31709 -1.18624 0.01 0.15 -0.05 0.00
C 3.32271 1.95539 -2.23374 0.04 -0.02 0.09 0.00
H 4.23031 2.45159 -1.91674 0.02 0.02 -0.02 0.00
C 3.39211 0.82279 -3.03624 -0.02 -0.03 0.05 0.00
H 4.35231 0.43539 -3.34894 0.00 0.02 -0.03 0.00
C 2.22221 0.19069 -3.42574 0.06 -0.04 0.01 0.00
H 2.26491 -0.69291 -4.04874 0.00 0.00 -0.02 0.00
C 0.98881 0.68969 -3.02434 -0.08 0.01 0.08 0.00
H 0.08121 0.19529 -3.34234 -0.05 -0.03 -0.06 0.00
H -0.43399 2.37409 -0.67024 -0.13 0.08 0.13 0.00
H -0.44699 3.45529 -2.02814 0.00 0.03 0.00 0.00
Cl -1.14049 1.61519 3.64536 0.35 -0.38 -0.66 0.12
```
Forces are in eV/Å.

Summary:
frontier orbital gap (alpha / beta): 0.3035 / 0.2669 hartree
charge: +1
HOMO level (alpha / beta): -11.61 / -12.10 eV
spin multiplicity: 3
energy relative to the best compared isomer or geometry (same formula, charge and spin): 0.00 kJ/mol

***

# 2
Here is a molecular structure, C37H38BClFHfN8O2 at a distorted geometry from OMol25. Energies are from the ωB97M-V functional and the def2-TZVPD basis.

XYZ file:
```
89
Properties=species:S:1:pos:R:3:forces:R:3:mulliken_charge:R:1
Hf -0.12182 0.75494 0.51126 1.18 -0.24 -0.46 2.45
C 1.03748 -2.94395 -0.08675 -0.10 -0.11 -0.01 -1.37
C -0.40924 -2.68284 0.19925 0.12 0.14 -0.07 0.64
C -1.43203 -3.63210 0.22674 0.05 -0.15 -0.01 -1.55
C -2.60062 -2.92698 0.43857 -0.20 -0.01 0.03 1.00
C -4.00200 -3.42663 0.58541 0.08 -0.07 -0.02 -1.43
N -2.28221 -1.62665 0.51712 0.22 0.16 -0.01 0.53
N -0.93024 -1.45918 0.37643 -0.25 -0.12 0.14 0.21
B -3.17734 -0.44107 0.89020 -0.15 0.08 -0.02 -1.15
N -2.71747 0.13091 2.24820 0.41 -0.15 -0.21 0.68
N -1.39996 0.49486 2.45115 -0.33 0.18 0.04 -0.08
C -1.31362 0.82110 3.76514 0.17 0.02 -0.21 0.77
C -0.09596 1.24670 4.51954 -0.07 -0.04 0.10 -1.07
C -2.55235 0.67085 4.36513 -0.12 -0.03 0.23 -1.67
C -3.41345 0.22341 3.38153 -0.23 -0.07 -0.02 0.95
C -4.86049 -0.14027 3.49222 0.05 0.05 0.08 -1.21
N -3.06775 0.65927 -0.19800 0.14 -0.06 0.00 0.80
N -1.93871 0.83153 -0.96661 -0.39 0.04 0.28 0.40
C -2.26499 1.73611 -1.90513 0.22 -0.01 -0.04 0.54
C -1.32703 2.17107 -2.98128 -0.03 0.04 -0.05 -1.12
C -3.57520 2.15421 -1.73053 -0.14 0.13 -0.08 -1.75
C -4.04851 1.46469 -0.62910 -0.11 -0.14 0.06 0.85
C -5.38300 1.52862 0.03539 -0.02 0.09 -0.08 -1.42
H 1.38345 -3.79497 0.50094 -0.03 0.01 -0.01 0.50
H 1.17177 -3.20397 -1.13950 -0.03 -0.02 0.00 0.24
H 1.66706 -2.09474 0.14131 -0.02 0.01 -0.01 -0.03
H -1.33125 -4.70050 0.10954 0.00 0.10 0.02 0.53
H -4.01773 -4.50599 0.44606 0.00 0.03 0.00 0.41
H -4.40069 -3.20531 1.57638 0.03 -0.01 -0.02 0.22
H -4.66833 -2.97334 -0.14872 0.03 0.00 0.00 0.28
H -4.31336 -0.80289 0.98736 0.14 0.06 -0.02 -0.15
H 0.29214 2.20294 4.17930 -0.01 0.00 -0.03 0.16
H -0.37173 1.33229 5.56929 -0.01 0.04 -0.01 0.46
H 0.70034 0.50687 4.46302 0.00 -0.01 -0.04 0.16
H -2.78323 0.84091 5.40530 0.00 -0.01 -0.09 0.52
H -5.19744 0.03202 4.51270 0.02 0.02 -0.02 0.40
H -5.47966 0.45565 2.82213 0.03 0.00 0.01 0.17
H -5.03265 -1.18963 3.25292 0.05 0.01 0.00 0.20
H -0.29963 2.23831 -2.63761 -0.02 0.00 0.04 -0.02
H -1.36082 1.47779 -3.82529 -0.01 -0.01 0.02 0.29
H -1.61099 3.15599 -3.34882 -0.04 -0.01 0.02 0.40
H -4.11451 2.87180 -2.32941 0.04 -0.05 0.05 0.54
H -6.05537 2.15507 -0.54685 0.02 0.01 0.00 0.45
H -5.83378 0.54216 0.13916 0.03 0.00 -0.03 0.28
H -5.29575 1.96477 1.03294 0.02 0.00 -0.03 0.17
N 2.19412 1.61886 -0.32515 -0.28 -0.23 -0.13 0.00
C 2.42969 1.63453 -1.72745 -0.03 0.09 0.16 -0.64
C 3.28208 2.47550 -2.37220 0.20 0.09 -0.19 -0.40
C 3.44735 2.37724 -3.77678 0.07 0.08 0.19 -0.81
C 2.77719 1.42888 -4.48869 -0.10 -0.09 0.04 -0.99
C 1.86360 0.56411 -3.83005 0.07 0.01 -0.30 0.94
C 1.09477 -0.40890 -4.50665 0.09 0.05 -0.15 -0.95
C 0.17469 -1.13222 -3.81192 -0.10 -0.04 0.15 -1.27
C -0.00405 -0.87480 -2.43920 0.14 0.06 -0.08 -0.15
N 0.72427 -0.01570 -1.75062 -0.33 -0.07 -0.19 0.42
C 1.67286 0.69383 -2.44858 -0.23 -0.21 0.24 -0.19
H 2.63210 0.78431 0.05545 0.18 0.08 0.04 0.42
H 2.55778 2.43432 0.15287 -0.13 0.07 0.02 0.34
H 3.85388 3.20312 -1.80598 -0.04 -0.01 -0.06 0.52
H 4.13173 3.05128 -4.27410 -0.01 -0.01 0.01 0.42
H 2.91772 1.33292 -5.55858 -0.02 -0.01 0.04 0.46
H 1.23375 -0.55263 -5.57315 0.00 0.01 0.07 0.45
H -0.45001 -1.87447 -4.29019 0.03 0.03 0.01 0.51
H -0.79233 -1.37452 -1.90015 -0.02 -0.06 0.00 0.43
Cl 6.55588 0.06926 5.85276 -0.04 0.02 -0.02 -0.18
C 5.19784 0.21378 4.79349 0.12 0.00 0.10 0.43
C 4.79333 -0.89623 4.06532 -0.08 -0.02 -0.06 -0.96
C 3.70780 -0.77814 3.21606 0.14 -0.06 0.08 -0.43
C 3.04182 0.43949 3.10722 -0.03 -0.04 -0.04 0.33
C 3.45548 1.54426 3.84614 0.07 0.05 0.12 -0.19
C 4.54253 1.43453 4.69646 -0.08 0.00 -0.08 -1.04
C 1.89450 0.54185 2.20119 -0.40 -0.04 -0.22 -0.01
O 1.58030 -0.42880 1.42235 -0.05 0.20 0.25 -0.50
O 1.18960 1.59006 2.09771 0.39 -0.09 0.36 -0.40
H 5.32336 -1.83269 4.17138 -0.01 0.03 -0.01 0.44
H 3.36740 -1.62817 2.63890 0.00 0.04 0.02 0.51
H 2.92131 2.48184 3.75538 0.01 -0.03 -0.01 0.49
H 4.88594 2.27612 5.28154 -0.01 -0.01 -0.01 0.45
F -1.69775 6.95609 0.25633 -0.01 -0.02 0.02 -0.36
C -1.32319 5.66142 0.28548 0.01 0.15 -0.06 0.17
C -1.93835 4.80258 1.16757 0.01 -0.09 0.04 -0.87
C -1.54038 3.46923 1.17127 -0.18 0.14 0.00 -0.01
C -0.54680 2.96505 0.31988 -0.12 0.07 0.18 1.01
C 0.04988 3.90179 -0.53139 0.03 0.06 -0.03 0.07
C -0.32675 5.23894 -0.56901 0.03 -0.05 -0.01 -0.87
H -2.70484 5.17314 1.83627 0.01 0.00 -0.02 0.51
H -2.04179 2.81662 1.87904 -0.02 0.00 -0.01 0.19
H 0.83678 3.60368 -1.21718 -0.01 0.01 -0.01 0.07
H 0.13901 5.94604 -1.24367 -0.01 0.00 0.02 0.49
```
Forces are in eV/Å.

Summary:
frontier orbital gap: 0.2822 hartree
charge: +1
HOMO level: -10.74 eV
energy relative to the best compared isomer or geometry (same formula, charge and spin): 0.00 kJ/mol

***

# 3
Here is 6 unconnected molecules or ions with the total composition C40H38F5N4O at a distorted geometry from OMol25. Energies are from the ωB97M-V functional and the def2-TZVPD basis.

XYZ file:
```
88
Properties=species:S:1:pos:R:3:forces:R:3:mulliken_charge:R:1
C 4.30420 -3.28048 0.16313 -0.04 0.31 0.17 -1.76
C 4.39016 -1.90004 -0.43446 0.24 -0.23 -0.10 0.87
C 5.65201 -1.38406 -0.75066 -0.58 0.40 -0.08 -0.76
C 5.75918 -0.10380 -1.28077 -0.39 -0.29 0.10 -0.76
C 4.60969 0.64380 -1.51408 0.05 -0.03 -0.02 -0.79
C 3.34503 0.14008 -1.21499 0.49 -0.12 -0.02 0.96
C 2.15551 1.02070 -1.53351 0.46 -0.12 0.08 -1.30
N 0.86004 0.45398 -1.18771 0.04 0.22 0.05 0.16
C 0.27624 -0.55241 -1.81103 0.26 0.10 0.03 0.36
N -0.94289 -1.07123 -1.53476 -0.10 0.25 0.18 -0.52
C -1.12750 -2.03517 -2.40426 0.07 0.20 0.21 -0.13
N -0.08984 -2.16783 -3.21859 -0.70 -0.71 -0.52 -0.24
N 0.80721 -1.22531 -2.85068 0.40 -0.02 0.05 0.29
O 1.99697 -1.09250 -3.49054 -0.47 -0.11 -0.46 -0.12
C 3.24565 -1.13875 -0.67230 0.25 0.23 -0.03 -0.20
H 4.93677 -3.97566 -0.37993 -0.02 -0.17 -0.11 0.43
H 4.66829 -3.25633 1.18859 0.03 -0.04 0.12 0.43
H 3.28047 -3.64521 0.19873 -0.07 -0.08 -0.08 0.31
H 6.53718 -1.97530 -0.57678 0.10 -0.10 0.05 0.49
H 6.72999 0.30015 -1.51975 0.08 0.10 -0.06 0.45
H 4.71025 1.62871 -1.95174 -0.05 0.09 -0.01 0.49
H 2.26736 1.94437 -0.97527 -0.22 0.11 0.12 0.56
H 2.18658 1.30328 -2.58460 -0.12 -0.05 -0.12 0.29
H 0.35292 0.89694 -0.43726 -0.27 -0.17 0.14 0.01
H -2.00168 -2.65493 -2.48865 -0.10 -0.10 0.06 0.47
H 0.03607 -2.83390 -3.96802 0.39 0.13 -0.09 0.24
H 2.40246 -1.97777 -3.49105 0.29 0.06 0.33 0.39
H 2.27557 -1.54641 -0.41484 -0.03 -0.08 0.11 0.41
F -0.40711 1.61000 1.59471 0.32 -0.09 -0.11 -0.46
C -0.47269 0.69691 2.60856 0.02 -0.17 0.18 0.37
C 0.07806 1.00575 3.83259 0.08 0.23 0.00 -0.47
C -0.01251 0.06574 4.84914 -0.07 -0.12 -0.08 -0.40
C -0.63664 -1.15534 4.62296 0.03 0.00 0.03 -0.54
C -1.17580 -1.44184 3.37640 0.11 0.09 0.11 -0.56
C -1.09541 -0.50348 2.35737 -0.15 -0.13 -0.30 -0.07
H 0.56155 1.96139 3.98613 -0.02 0.00 -0.01 0.43
H 0.40392 0.28885 5.82152 0.01 0.02 0.00 0.39
H -0.70144 -1.88279 5.42040 -0.01 0.00 0.00 0.40
H -1.65706 -2.39328 3.19610 -0.03 0.01 0.00 0.39
H -1.51597 -0.69151 1.37645 -0.01 -0.01 0.02 0.48
F -4.09178 6.37704 3.05482 0.00 0.02 0.02 -0.34
C -4.19518 5.14589 2.52066 0.00 -0.16 -0.07 0.22
C -5.44675 4.65815 2.20428 -0.19 0.08 0.00 -0.47
C -5.55330 3.39026 1.65253 0.14 -0.03 0.01 -0.39
C -4.41334 2.62861 1.43270 0.01 -0.03 -0.01 -0.68
C -3.16294 3.13683 1.76210 -0.12 -0.02 -0.02 0.19
C -3.04833 4.40782 2.30758 0.15 0.03 0.03 -0.69
H -6.32236 5.26642 2.38903 0.02 0.03 -0.02 0.69
H -6.52785 2.99720 1.39545 -0.01 0.01 0.01 0.39
H -4.50041 1.63757 1.00619 0.00 0.00 0.01 0.39
H -2.27183 2.54469 1.59773 -0.20 0.14 0.00 0.29
H -2.08470 4.82666 2.56637 -0.02 0.02 0.02 0.44
F -8.22695 5.91957 8.82950 0.00 0.01 0.03 -0.31
C -8.16352 5.47440 7.56120 0.01 -0.06 -0.17 0.34
C -7.16513 5.94951 6.73453 0.12 0.11 0.04 -0.63
C -7.10087 5.48513 5.42898 -0.10 -0.08 0.01 0.04
C -8.03317 4.56469 4.96905 0.02 0.00 -0.04 -0.32
C -9.03111 4.10399 5.81713 0.09 0.05 -0.02 -0.35
C -9.09879 4.55645 7.12649 -0.12 -0.06 0.08 -0.49
H -6.45339 6.67126 7.11216 -0.01 -0.01 0.02 0.42
H -6.31981 5.84340 4.77154 0.02 0.03 0.03 0.24
H -7.98200 4.20546 3.94944 0.00 -0.01 0.01 0.28
H -9.76066 3.38998 5.45922 -0.01 -0.01 0.02 0.36
H -9.86361 4.20570 7.80622 0.01 0.03 0.01 0.41
F 1.80157 -4.78267 -3.92669 -0.07 0.21 0.01 -0.33
C 1.33532 -5.82166 -3.17143 -0.14 -0.27 0.20 0.33
C 1.78776 -5.95877 -1.87646 0.15 0.23 0.04 -0.32
C 1.30278 -7.00830 -1.10925 -0.08 -0.04 -0.08 -0.36
C 0.38648 -7.90086 -1.64824 -0.01 -0.02 0.02 -0.55
C -0.05064 -7.74294 -2.95615 0.05 0.03 0.11 -0.41
C 0.42255 -6.69168 -3.72882 -0.06 0.12 -0.24 -0.45
H 2.51049 -5.25748 -1.47933 0.03 -0.01 -0.02 0.46
H 1.64382 -7.12944 -0.09030 0.03 0.00 0.00 0.39
H 0.01489 -8.72058 -1.04910 0.00 -0.01 -0.01 0.40
H -0.75987 -8.44054 -3.37948 -0.01 0.01 -0.02 0.38
H 0.09156 -6.54928 -4.74959 0.05 -0.03 -0.01 0.45
F 8.27655 -0.75539 -5.72346 0.02 -0.02 0.01 -0.31
C 7.11046 -0.10454 -5.87128 -0.14 0.09 -0.03 0.31
C 6.03470 -0.47705 -5.09049 -0.02 -0.13 0.14 -0.58
C 4.83331 0.20035 -5.24274 0.08 0.06 -0.10 0.19
C 4.71965 1.22726 -6.16967 -0.07 0.01 0.02 -0.74
C 5.81481 1.58178 -6.94652 -0.03 -0.06 0.08 -0.33
C 7.02263 0.91652 -6.79716 0.10 0.05 -0.09 -0.54
H 6.14342 -1.28351 -4.37671 0.04 0.02 0.00 0.49
H 3.98424 -0.07515 -4.63155 -0.01 0.02 0.03 0.30
H 3.78008 1.75110 -6.28749 0.01 0.00 -0.01 0.41
H 5.72915 2.37889 -7.67221 0.02 0.01 0.00 0.38
H 7.88923 1.18190 -7.38734 0.01 -0.03 0.01 0.44
```
Forces are in eV/Å.

Summary:
frontier orbital gap: 0.2789 hartree
charge: +1
HOMO level: -10.31 eV

***

Number 1: E_tot -1510.4157 a.u.. Number 2: E_tot -2654.3374 a.u.. Number 3: E_tot -2340.3307 a.u..